This record from OMol25 describes C12H12S in the gas phase in a non-equilibrium geometry. The level of theory is the ωB97M-V functional and the def2-TZVPD basis.

Each line ends with the Mulliken charge.
Geometry (Å):
C (1.28, 1.51, -1.58)  -1.66
C (0.89, 0.11, -1.26)  1.68
C (1.61, -1.02, -1.75)  -1.23
C (1.29, -2.25, -1.29)  -0.48
C (0.30, -2.51, -0.32)  -0.96
C (-0.27, -1.40, 0.24)  -0.24
C (0.02, -0.13, -0.24)  -0.24
C (-0.81, 0.88, 0.61)  1.60
C (-1.15, 2.29, 0.16)  -1.80
C (-0.34, 0.68, 2.06)  -0.83
C (-0.68, -0.58, 2.42)  -0.73
C (-1.37, -1.36, 1.32)  0.33
S (-2.40, -0.08, 0.62)  -0.30
H (0.58, 1.90, -2.24)  0.33
H (1.16, 2.02, -0.68)  0.49
H (2.22, 1.35, -2.15)  0.40
H (2.56, -0.83, -2.18)  0.28
H (1.62, -3.25, -1.62)  0.28
H (-0.01, -3.50, -0.25)  0.49
H (-2.08, 2.61, 0.70)  0.51
H (-1.49, 2.38, -0.85)  0.38
H (-0.33, 3.04, 0.50)  0.34
H (-0.01, 1.43, 2.74)  0.46
H (-0.69, -0.91, 3.42)  0.45
H (-1.88, -2.38, 1.60)  0.44

Summary:
E_LUMO   0.58 eV
Kohn-Sham gap   8.50 eV
SMILES   Cc1cccc2c1[C@]1(C)C=C[C@H]2S1
DFT total energy   -862.555213 a.u.
Max |F|   3.012 eV/A